DFT (ωB97M-V with the def2-TZVPD basis set) results for a structure of composition C26H50CrGeN12O5S.

Each line ends with the Löwdin charge.
Atoms and positions in Å:
Cr: -0.9099 0.3202 -0.3849  0.71
N: 1.3112 2.2710 7.7964  0.11
C: 0.6216 2.0069 6.6377  -0.31
C: 1.1346 1.1086 5.6928  -0.02
C: 0.4226 0.8188 4.5480  -0.06
C: -0.8121 1.4170 4.3298  -0.31
C: -1.3294 2.3192 5.2490  -0.05
C: -0.6201 2.6066 6.3973  -0.02
S: -1.7215 1.0596 2.8787  0.63
O: -2.6782 2.1242 2.6717  -0.30
O: -2.2491 -0.2859 2.9484  -0.30
N: -0.6443 1.0122 1.6612  -0.14
C: -0.1310 2.1876 1.1875  -0.47
N: -0.0218 2.1103 -0.1532  0.01
C: 0.5291 3.1237 -0.8004  -0.10
C: 0.9518 4.2494 -0.1230  -0.04
C: 0.7375 4.2636 1.2506  -0.10
N: 0.1992 3.2488 1.9141  0.18
H: 2.2790 2.0121 7.8558  0.10
H: 1.0301 3.0559 8.3554  0.10
H: 2.0953 0.6396 5.8696  0.11
H: 0.8250 0.1345 3.8123  0.10
H: -2.2807 2.7935 5.0517  0.12
H: -1.0230 3.3032 7.1226  0.11
H: 0.6087 3.0276 -1.8774  0.12
H: 1.4007 5.0848 -0.6381  0.10
H: 1.0026 5.1304 1.8464  0.12
N: 2.6520 0.8943 0.5395  0.07
C: 3.0281 0.4236 -0.7858  -0.28
C: 4.4341 -0.2427 -0.8576  -0.13
C: 5.4907 0.4428 -1.7451  -0.17
C: 5.4843 -0.0213 -3.1987  -0.16
N: 4.1570 0.0087 -3.7863  0.10
C: 3.6341 0.9688 -4.5165  -0.43
N: 4.3514 2.0200 -4.9498  0.20
N: 2.3362 0.8924 -4.8389  0.22
C: 1.9072 -0.4741 -1.3642  -0.55
O: 2.0859 -0.9982 -2.4778  0.00
O: 0.8441 -0.5961 -0.7032  -0.09
H: 3.3962 1.4343 0.9618  0.09
H: 2.4193 0.1226 1.1529  0.09
H: 3.0343 1.3131 -1.4325  0.14
H: 4.3402 -1.2916 -1.1532  0.12
H: 4.8192 -0.2450 0.1623  0.11
H: 6.4826 0.2012 -1.3577  0.12
H: 5.3833 1.5307 -1.6873  0.12
H: 5.8103 -1.0610 -3.2351  0.13
H: 6.1899 0.5440 -3.8089  0.11
H: 3.4538 -0.5895 -3.2979  0.10
H: 5.3474 2.0263 -4.8264  0.11
H: 3.9847 2.6082 -5.6779  0.12
H: 1.7631 0.1946 -4.3841  0.09
H: 1.8695 1.6428 -5.3155  0.12
N: -3.9101 0.3809 0.3437  0.02
N: -2.8637 1.2225 -0.1922  -0.07
H: -4.6693 0.9806 0.6574  0.09
H: -3.5334 -0.0527 1.1849  0.04
H: -2.7672 2.0512 0.3990  0.08
H: -3.1873 1.5273 -1.1039  0.09
C: -3.7186 -0.4819 -3.4148  -0.21
Ge: -1.7680 -0.6964 -3.4912  0.77
C: -1.1447 -2.4973 -3.0415  -0.20
C: -1.2407 -0.3661 -5.3606  -0.22
C: -1.0142 0.7340 -2.3830  -0.34
H: -4.2393 -1.3702 -3.7750  0.03
H: -4.0062 0.3576 -4.0512  0.02
H: -4.0560 -0.2771 -2.3969  -0.01
H: -1.9668 -3.2139 -3.0784  0.02
H: -0.7052 -2.5059 -2.0462  0.00
H: -0.3828 -2.8053 -3.7574  0.02
H: -1.8735 -0.9634 -6.0197  0.02
H: -0.2053 -0.6661 -5.5368  0.00
H: -1.3617 0.6828 -5.6378  0.02
H: -1.5968 1.6404 -2.5870  0.01
H: 0.0148 0.9416 -2.7037  -0.02
C: -4.0359 -2.7671 -0.6100  -0.03
N: -3.2198 -3.0404 0.5607  -0.06
C: -3.7883 -3.9406 1.5556  -0.14
C: -2.6846 -4.7589 2.1848  -0.14
C: -1.6686 -3.8011 2.7624  -0.14
N: -1.2550 -2.8097 1.7736  -0.05
C: -0.0224 -2.1335 2.1235  -0.04
C: -2.0431 -2.4049 0.7583  -0.42
O: -1.6951 -1.4975 -0.0474  -0.09
H: -4.3311 -3.7166 -1.0602  0.10
H: -3.4630 -2.1931 -1.3245  0.04
H: -4.9299 -2.2002 -0.3470  0.09
H: -4.5148 -4.5764 1.0520  0.12
H: -4.3204 -3.3652 2.3205  0.14
H: -2.2161 -5.3834 1.4212  0.13
H: -3.0792 -5.4077 2.9658  0.12
H: -0.7726 -4.3380 3.0770  0.13
H: -2.0721 -3.2822 3.6386  0.14
H: 0.8192 -2.8205 2.0020  0.11
H: -0.0800 -1.8158 3.1653  0.08
H: 0.1420 -1.2625 1.5043  0.04

Forces on the atoms, in the same order (eV/Å):
-0.6 -0.8 -0.4
-0.1 -0.1 0.0
0.0 0.0 0.0
0.0 0.0 0.0
-0.1 0.0 0.0
0.0 0.1 -0.1
0.0 -0.1 0.0
0.0 0.0 0.0
0.1 0.0 -0.1
0.0 0.0 0.0
-0.1 0.0 0.0
-0.2 0.2 -0.4
0.1 0.2 0.1
0.1 0.5 0.1
0.0 0.0 -0.1
0.0 0.0 0.1
0.0 0.0 0.0
0.0 -0.1 0.1
0.0 0.0 0.0
0.0 0.0 0.0
0.0 0.0 0.0
0.0 0.0 0.0
0.0 0.0 0.0
0.0 0.0 0.0
0.0 0.0 0.0
0.0 0.0 0.0
0.0 0.0 0.0
0.0 0.1 0.0
0.0 -0.1 0.1
0.0 0.0 -0.1
0.0 0.0 0.1
0.0 0.0 0.0
-0.1 0.1 0.0
-0.1 -0.1 0.0
0.0 0.0 -0.1
0.0 0.0 0.0
-0.2 0.4 0.2
0.2 -0.1 -0.4
0.2 -0.2 0.2
0.0 0.0 0.0
0.0 0.0 0.0
0.0 -0.1 -0.1
0.0 0.0 0.0
0.0 -0.1 0.0
0.0 0.1 0.0
0.0 0.0 0.0
0.0 0.0 -0.1
0.0 0.0 0.0
-0.2 0.0 0.0
0.0 0.0 0.0
0.0 0.0 0.0
0.0 -0.1 0.1
0.0 0.0 0.0
-0.1 0.0 0.0
-0.1 -0.1 0.2
0.1 0.0 0.0
0.0 0.0 -0.1
0.0 0.0 -0.1
0.1 0.0 0.0
0.0 0.0 0.0
0.0 -0.1 -0.1
0.0 0.0 0.1
0.0 0.0 0.0
0.2 0.3 0.4
0.0 0.0 0.0
0.0 0.0 0.0
0.0 0.0 0.0
0.0 0.0 0.0
0.0 0.0 0.0
0.0 0.0 0.0
0.0 0.0 0.0
0.0 0.0 0.0
0.0 0.0 0.0
0.0 0.0 -0.1
0.0 0.0 0.0
0.0 0.0 0.0
-0.1 0.0 0.0
0.0 0.0 0.0
0.0 0.0 0.0
0.0 0.0 -0.1
0.0 0.0 0.0
0.0 0.0 -0.1
-0.1 0.0 -0.1
0.2 0.2 0.3
0.0 0.0 0.0
0.0 0.0 0.0
0.0 0.0 0.0
0.0 0.0 0.0
0.0 0.0 0.0
0.0 0.0 0.0
0.0 0.0 0.0
0.0 0.0 0.0
0.0 0.0 0.0
0.0 0.0 0.0
0.0 0.0 0.0
0.0 -0.1 0.0

As for the frontier orbital gap (alpha / beta): 7.8 / 7.7 eV. The LUMO energy (alpha / beta) comes out at -0.076 / -0.076 Ha. The total energy comes out at -151662.1139 eV. As for the expectation value of S²: 0.763. For the energy above the lowest of the compared OMol25 structures with the same formula, charge and spin, the calculation gives 0.0 kcal per mole. As for the spin multiplicity: 2. The total charge is +1.